The following is a DFT calculation (ωB97M-V with the def2-TZVPD basis set) of 2 unconnected molecules or ions with the total composition C10H13NS at a distorted geometry.

HOMO energy ... -6.5 eV
Relative energy (zero: lowest compared OMol25 entry of this formula, charge and spin) ... 535.6 kJ/mol

Atoms and positions in Å:
C (0.950, -3.052, 0.783)
C (0.840, -2.390, 2.020)
C (0.540, -2.512, -0.437)
C (0.415, -1.060, 2.075)
C (-0.134, -1.291, -0.347)
C (-0.121, -0.517, 0.899)
C (1.044, 3.199, -0.270)
C (0.957, 1.833, -0.131)
C (-1.358, 0.418, -1.617)
C (-2.008, 0.834, -0.350)
N (-0.904, -0.980, -1.429)
S (-0.543, 1.250, 0.977)
H (1.417, -4.038, 0.829)
H (1.250, -2.819, 2.850)
H (0.436, -2.902, -1.448)
H (0.315, -0.519, 2.971)
H (1.902, 3.309, -1.051)
H (1.567, 4.304, 0.702)
H (-0.072, 3.882, -0.444)
H (1.884, 1.174, 0.376)
H (-1.934, 0.396, -2.522)
H (-0.559, 1.150, -1.775)
H (-2.650, 1.678, -0.547)
H (-2.522, 0.099, 0.127)
H (-0.713, -1.447, -2.241)